121
Properties=species:S:1:pos:R:3:forces:R:3 method="wB97M-V/def2-TZVPD" total_charge=+2 e_above_lowest_kj_mol=0.0 max_force_ev_per_a=0.5 spin_multiplicity=2 energy_ha=-4229.028628 homo_lumo_gap_ev="6.61 / 6.54"
V 0.799336 0.184239 0.800742 -0.030 -0.480 0.145
C 4.040285 -0.262167 0.614793 0.061 -0.016 -0.063
N 2.900459 -0.359650 1.547724 -0.037 0.035 0.183
C 2.769403 -1.761470 2.047600 0.040 -0.058 -0.007
C 2.062898 -2.771470 1.126578 -0.046 -0.012 -0.011
C 1.901625 -2.386108 -0.338948 -0.023 -0.017 -0.094
N 1.125360 -1.162985 -0.570121 0.106 0.015 0.146
C -0.219201 -1.206043 -0.394865 0.143 0.340 -0.084
C -1.163284 -0.438028 -1.302721 -0.188 -0.039 0.095
C -2.213316 -1.372269 -1.978024 0.020 0.003 -0.010
C -4.410465 -0.142186 -1.572451 -0.015 -0.003 0.010
C -4.036994 1.100995 -1.267492 0.017 0.014 0.004
C -2.797326 1.457215 -0.594316 -0.043 -0.020 0.039
C -1.639678 0.772896 -0.532421 0.111 0.073 -0.051
O -0.630323 1.259586 0.229966 -0.001 0.029 -0.030
C 3.266888 0.450784 2.747092 0.005 0.003 -0.061
C 3.535818 1.932007 2.487496 -0.026 0.024 -0.061
C 2.414826 2.629045 1.694557 -0.049 -0.057 0.047
N 1.176760 1.926492 2.003842 -0.063 -0.044 -0.166
C 0.419764 2.334428 2.935258 -0.005 0.065 0.004
C -0.610672 1.509694 3.562196 0.049 0.042 0.006
C -1.397431 2.068580 4.554588 0.001 0.054 -0.029
C -2.186564 1.315804 5.433774 -0.002 -0.048 0.023
C -2.109208 -0.049556 5.371335 0.033 0.009 0.012
C -1.380882 -0.687188 4.328287 -0.182 0.102 -0.035
C -0.612692 0.093890 3.392777 0.056 -0.221 -0.042
O 0.031376 -0.534843 2.476971 0.120 0.207 0.008
H 4.140544 0.756887 0.261824 0.008 0.002 0.029
H 3.909809 -0.893413 -0.255552 -0.061 0.074 0.044
H 4.962452 -0.559106 1.127397 -0.012 -0.010 0.007
H 2.197460 -1.698838 2.970855 0.037 -0.025 0.052
H 3.769760 -2.115400 2.319114 0.029 0.010 -0.085
H 1.071070 -2.980796 1.538260 -0.032 0.025 -0.052
H 2.607208 -3.716824 1.156432 0.004 0.004 0.069
H 1.411679 -3.210348 -0.864287 -0.039 0.004 0.044
H 2.873171 -2.274497 -0.819143 -0.020 -0.064 0.025
H -0.668895 -2.086225 0.071249 0.010 0.002 0.010
H -1.814284 -2.381181 -1.843857 0.000 -0.002 0.000
H -5.370546 -0.305570 -2.046377 0.006 -0.004 -0.012
H -4.715521 1.918958 -1.481697 0.006 0.005 0.000
H -2.803557 2.381202 -0.024625 0.009 0.004 -0.005
H 4.157752 0.007512 3.206592 0.014 -0.002 -0.021
H 2.455533 0.344139 3.466198 -0.017 0.003 -0.006
H 4.492101 2.083319 1.986663 -0.002 -0.004 -0.017
H 3.631544 2.401440 3.469046 -0.030 -0.006 0.006
H 2.584185 2.544348 0.618802 -0.005 0.011 -0.002
H 2.352381 3.689135 1.953736 0.009 -0.001 0.019
H 0.600115 3.308924 3.398960 0.002 -0.002 -0.006
H -1.364919 3.145761 4.681323 0.001 -0.002 -0.001
H -2.774278 1.806650 6.195472 0.004 0.002 0.002
H -2.624555 -0.664908 6.097864 -0.001 0.004 -0.004
H -1.065383 -1.717495 4.438647 -0.001 -0.038 0.029
C -2.041665 0.240511 -3.977639 0.023 0.058 -0.022
C -2.386452 -1.170524 -3.508490 -0.012 -0.017 -0.018
C -3.563462 -1.330431 -1.242264 0.010 0.009 -0.045
Sb -3.208192 -1.283982 2.850739 0.031 -0.051 -0.032
C -4.701122 -1.664161 4.302080 0.084 0.007 0.002
C -5.435106 -0.563980 4.751871 -0.019 -0.006 0.010
C -6.469747 -0.737874 5.656978 -0.001 0.009 -0.006
C -6.787472 -2.013469 6.106277 0.005 -0.001 0.001
C -6.076853 -3.112710 5.646820 0.007 -0.007 -0.006
C -5.033811 -2.942559 4.746207 -0.022 0.006 0.012
C -2.416141 -3.255840 2.663722 -0.031 0.031 0.009
C -1.936501 -4.006193 3.738081 0.001 0.005 -0.014
C -1.421654 -5.277013 3.535312 -0.007 0.001 0.000
C -1.389954 -5.819827 2.256152 0.001 -0.003 0.014
C -1.877355 -5.090474 1.183697 -0.009 0.016 -0.013
C -2.385290 -3.812373 1.386902 0.016 -0.010 -0.027
Sb -0.212179 0.565533 -2.986794 0.219 0.059 0.094
C 0.203040 2.632255 -2.999289 -0.109 0.018 -0.013
C -0.007810 3.484442 -1.921881 0.050 0.008 0.028
C 0.186347 4.848899 -2.087844 -0.016 -0.018 0.012
C 0.564123 5.365698 -3.319961 0.010 -0.012 -0.005
C 0.762428 4.511797 -4.394299 0.062 0.013 -0.019
C 0.590415 3.142775 -4.233825 -0.034 -0.027 -0.014
C 1.178817 -0.437263 -4.200771 -0.037 -0.030 -0.037
C 2.190014 -1.239259 -3.685585 0.058 0.048 0.020
C 3.051209 -1.900134 -4.549851 0.034 0.027 0.002
C 2.919803 -1.742945 -5.923147 -0.011 0.009 -0.008
C 1.914097 -0.937186 -6.438715 -0.016 -0.013 0.018
C 1.031737 -0.294506 -5.579974 0.011 -0.029 -0.018
H -2.749384 0.985765 -3.618561 -0.018 0.006 -0.015
H -1.953828 0.320312 -5.059148 -0.012 -0.016 0.000
H -1.741277 -1.880028 -4.034345 0.000 0.005 -0.001
H -3.410710 -1.422817 -3.789755 -0.001 0.002 0.007
H -4.105301 -2.250415 -1.467625 -0.006 -0.007 0.002
H -3.360592 -1.321520 -0.163098 -0.003 0.014 -0.017
H -5.206598 0.435303 4.395176 0.004 -0.003 -0.004
H -7.035557 0.116886 6.002959 0.000 -0.002 0.003
H -7.598635 -2.150688 6.808780 -0.001 -0.001 -0.002
H -6.336593 -4.106826 5.985584 0.000 0.003 0.003
H -4.498678 -3.811069 4.385857 0.021 -0.005 0.001
H -1.970817 -3.613786 4.748774 -0.014 -0.013 0.009
H -1.054614 -5.849576 4.376938 0.000 0.000 -0.001
H -0.995346 -6.815207 2.101759 0.003 0.000 -0.002
H -1.869958 -5.515699 0.188281 -0.001 -0.003 0.002
H -2.768477 -3.260915 0.535582 0.007 -0.014 0.018
H -0.301446 3.098583 -0.956991 -0.029 -0.043 0.032
H 0.025329 5.514563 -1.249607 0.000 0.004 0.000
H 0.694351 6.432519 -3.444754 -0.002 0.000 -0.002
H 1.044055 4.909228 -5.361077 0.009 -0.013 0.003
H 0.756454 2.487876 -5.081946 0.009 0.001 -0.013
H 2.309194 -1.323938 -2.616567 -0.010 0.017 0.008
H 3.832942 -2.533300 -4.150024 -0.001 0.000 -0.004
H 3.598077 -2.253333 -6.593968 -0.005 -0.002 0.001
H 1.803974 -0.820133 -7.508533 0.003 0.003 0.001
H 0.231486 0.303523 -6.001178 0.008 0.004 0.004
O 2.731437 1.521845 -1.658764 -0.044 -0.039 -0.163
S 4.122023 1.964084 -2.048118 0.024 0.098 0.094
C 4.096837 3.775343 -2.195280 -0.042 -0.024 -0.016
C 4.890551 4.117003 -3.447157 0.024 -0.004 0.013
C 4.419488 3.123829 -4.507834 -0.039 0.018 -0.002
C 4.407835 1.750290 -3.843771 0.031 -0.041 0.038
H 4.488316 4.212373 -1.278342 0.004 -0.003 0.005
H 3.036992 4.022676 -2.298996 -0.025 0.026 -0.015
H 5.961377 4.001210 -3.263610 0.000 0.000 0.003
H 4.724112 5.152369 -3.743702 -0.009 -0.010 -0.003
H 5.057986 3.125481 -5.390432 0.011 0.000 0.014
H 3.412973 3.388663 -4.827885 -0.074 0.017 -0.011
H 5.376817 1.255741 -3.922026 -0.013 -0.011 -0.004
H 3.642394 1.069252 -4.208208 -0.078 -0.055 -0.016